(1)
Density functional theory data (ωB97M-V/def2-TZVPD) for a structure of composition C13H24O7P2PdSbSeTe.

The net charge is +1. The value obtained for the LUMO energy is -3.5 eV. The calculation puts the HOMO energy at -11.5 eV. The calculation puts the energy above the lowest of the compared OMol25 structures with the same formula, charge and spin at 4.4 kcal/mol.

Each line ends with the natural charge from an NBO analysis.
Element x y z (Å)
Pd  0.3103  -0.5001  0.1778  0.518
C  -4.1014  -0.7155  -2.1020  -0.656
C  -3.1404  -1.1132  -0.9800  -0.507
O  -3.8016  -1.9608  -0.0247  -0.753
P  -2.7232  0.3249  0.0530  2.401
O  -2.5496  1.6067  -0.8471  -0.977
O  -4.0370  0.5980  0.8776  -0.976
O  -1.5120  0.1804  0.9214  -1.104
P  -1.7293  -2.1129  -1.6439  2.395
O  -1.1518  -1.2275  -2.8400  -1.003
O  -2.3208  -3.3981  -2.0609  -1.120
O  -0.6543  -2.1565  -0.5623  -1.192
H  -4.9955  -0.2419  -1.6918  0.227
H  -4.4106  -1.6174  -2.6307  0.254
H  -3.6237  -0.0444  -2.8158  0.228
H  -3.7976  -2.8577  -0.3987  0.515
H  -3.3495  1.9167  -1.2924  0.529
H  -4.4591  -0.2266  1.1707  0.541
H  -1.3977  -1.5845  -3.7034  0.524
C  2.6359  2.2989  -0.3153  -0.632
Te  1.7399  1.2178  1.2925  0.867
C  0.4565  2.9197  1.3900  -0.673
C  1.3342  4.0479  0.9069  0.030
C  1.0959  5.3682  1.2663  -0.222
C  1.9146  6.3787  0.7850  -0.190
C  2.9778  6.0734  -0.0528  -0.194
C  3.2247  4.7568  -0.4102  -0.180
C  2.4050  3.7414  0.0656  -0.101
H  2.1243  2.0176  -1.2351  0.245
H  3.6881  2.0366  -0.3923  0.250
H  0.0984  3.0560  2.4075  0.247
H  -0.3925  2.7312  0.7334  0.247
H  0.2721  5.6054  1.9282  0.220
H  1.7293  7.4046  1.0731  0.227
H  3.6226  6.8605  -0.4196  0.227
H  4.0611  4.5171  -1.0552  0.220
Se  2.3963  -1.4716  -0.5471  -0.403
C  0.2065  -3.1803  2.2091  -0.974
Sb  1.5459  -3.4741  0.6143  1.607
C  3.2247  -4.4167  1.4729  -1.000
C  0.7406  -4.8805  -0.7259  -0.973
H  0.1101  -4.1369  2.7225  0.251
H  -0.7469  -2.8590  1.8012  0.271
H  0.6037  -2.4324  2.8917  0.250
H  2.9338  -5.4014  1.8356  0.249
H  3.5985  -3.8134  2.2973  0.253
H  4.0018  -4.5169  0.7182  0.256
H  0.9048  -5.8808  -0.3285  0.245
H  1.2536  -4.7686  -1.6789  0.258
H  -0.3165  -4.6690  -0.8571  0.279



(2)
Density functional theory data (ωB97M-V/def2-TZVPD) for a structure of composition C13H25BF3N4O17Tl in a non-equilibrium geometry.

The net charge is +2. The value obtained for the LUMO energy is -11.0 eV. The calculation puts the HOMO energy at -15.7 eV. The calculation puts the energy above the lowest of the compared OMol25 structures with the same formula, charge and spin at 279.0 kcal/mol.

Each line ends with the Mulliken charge.
Element x y z (Å)
Tl  -4.2908  18.8359  18.1602  1.483
B  -2.4214  17.9426  17.0735  5.465
H  -2.2961  18.9633  17.4002  -2.395
H  -3.3159  17.9847  16.4716  -1.415
H  -1.5494  17.5659  16.5618  -0.071
H  -2.6992  17.3271  17.9151  0.261
C  -1.6694  15.6628  17.3923  1.051
C  -0.8017  14.8110  18.3360  0.144
O  -1.0480  13.4557  18.0471  -0.314
C  -1.9124  13.3826  17.0390  0.522
O  -2.3494  12.2992  16.6333  -0.554
O  -2.2884  14.5802  16.6042  -0.676
F  -1.0715  15.0472  19.5794  -0.270
H  -1.1925  16.4806  16.8521  -0.511
H  -2.4918  16.0621  17.9858  -1.612
H  0.2414  15.0845  18.1772  0.402
C  -5.5471  16.9673  13.1568  -0.556
C  -5.4561  15.7418  13.9901  0.171
O  -5.0787  16.1952  15.2802  0.150
C  -4.9327  17.4610  15.2765  -0.540
O  -4.6111  18.1581  16.2766  -0.381
O  -5.2801  18.0579  14.0471  -0.306
F  -4.3942  15.0630  13.6118  -0.237
H  -6.5030  17.1766  12.6766  0.456
H  -4.7450  16.8723  12.4249  0.276
H  -6.3178  15.0744  14.0010  0.481
C  -1.0827  17.7714  14.6072  1.234
C  -2.4116  17.3773  14.0077  1.732
O  -1.9773  16.4459  13.0425  -0.471
C  -0.5996  16.3273  12.9979  0.456
O  0.0420  15.6946  12.2198  -0.489
O  -0.1179  17.3012  13.6573  -0.491
F  -3.0659  18.4242  13.5772  -0.467
H  -0.8993  17.3617  15.6005  -0.373
H  -0.9847  18.8556  14.6617  0.276
H  -2.9678  16.8266  14.7663  -0.821
C  -0.5399  20.1819  17.4580  -0.361
N  -1.4097  20.7933  18.4992  0.845
O  -2.4999  20.3138  18.7708  -0.507
O  -0.9633  21.7666  19.1195  -0.555
H  0.3025  19.7462  17.9952  0.416
H  -0.2495  21.0140  16.8167  0.376
H  -1.1999  19.5332  16.8820  -0.353
C  -5.0899  14.7554  16.9959  -0.922
N  -4.4717  15.6581  18.0060  0.976
O  -4.5908  16.8603  17.8849  -0.442
O  -3.8475  15.0670  18.8977  -0.472
H  -5.8107  15.2845  16.3726  0.490
H  -5.6290  13.9551  17.5028  0.372
H  -4.1940  14.5047  16.4279  0.389
C  -2.2232  20.5349  14.8308  -0.414
N  -3.1038  21.0544  15.9268  0.750
O  -3.4092  22.2278  15.9240  -0.545
O  -3.5839  20.2531  16.6477  -0.278
H  -1.5609  19.8650  15.3791  -0.406
H  -1.6490  21.4003  14.5000  0.435
H  -2.8278  19.9382  14.1478  0.516
C  -1.7492  17.5052  21.4838  -0.902
N  -1.6930  17.9095  20.0888  0.978
O  -2.7486  18.3859  19.5809  -0.520
O  -0.6426  17.7479  19.4656  -0.489
H  -2.3853  18.3001  21.8730  0.356
H  -0.7368  17.3873  21.8698  0.318
H  -2.3903  16.6243  21.4480  0.337



(3)
Density functional theory data (ωB97M-V/def2-TZVPD) for a cluster of 2 separate species, C13H25BF4N4O4PS in total in a non-equilibrium geometry.

The net charge is -1. The value obtained for the LUMO energy is 2.0 eV. The calculation puts the HOMO energy at -6.0 eV.

Each line ends with the natural charge from an NBO analysis.
Element x y z (Å)
C  -4.1969  -1.1068  -0.4606  -0.628
C  -3.3493  -0.7914  0.8878  -0.229
N  -2.0499  -1.5145  0.8603  -0.517
C  -1.0365  -0.9172  1.7891  -0.232
C  0.4418  -0.8007  1.1676  -0.447
C  0.5195  0.2263  -0.0994  -0.020
C  0.1704  -0.7295  -1.3279  -0.429
C  0.5646  -0.1296  -2.7776  -0.512
C  -0.1986  -1.0698  -3.8512  0.702
N  -0.4097  -2.4872  -3.5049  -0.892
O  -0.6404  -0.6131  -4.9348  -0.577
C  -0.2462  1.6101  0.0907  -0.454
S  0.0860  3.0194  -1.0873  0.029
C  0.5608  2.1197  1.4081  0.705
O  0.1036  2.6622  2.4192  -0.510
N  1.9757  1.8265  1.0911  -0.710
C  2.0401  0.7513  0.0398  -0.383
P  3.4178  -0.5583  0.2616  1.146
N  4.1744  -0.3500  1.8554  -1.127
O  4.5803  -0.1979  -0.9499  -0.980
C  -2.2124  -2.9476  1.0385  0.714
C  -0.9159  -3.8758  0.8423  -0.723
O  -3.2982  -3.5226  1.3098  -0.599
H  -3.5207  -1.5920  -1.2535  0.200
H  -5.0288  -1.8704  -0.2588  0.225
H  -4.6032  -0.1343  -0.9042  0.218
H  -4.0218  -1.0862  1.7593  0.209
H  -3.1917  0.3375  0.8968  0.211
H  -1.4274  0.0875  2.1856  0.244
H  -0.9390  -1.6390  2.6833  0.191
H  0.8756  -1.8227  0.8703  0.237
H  1.1109  -0.4492  2.0398  0.227
H  0.7300  -1.7331  -1.2599  0.232
H  -0.9408  -1.0017  -1.4045  0.228
H  1.6830  -0.1512  -2.9760  0.221
H  0.1367  0.9144  -2.9598  0.253
H  -1.2121  -2.5685  -2.8557  0.384
H  -0.7335  -2.9666  -4.3667  0.384
H  -1.3714  1.6207  0.2346  0.252
H  1.0374  2.5905  -2.0140  0.119
H  2.5755  2.6337  0.8885  0.440
H  2.4139  1.3185  -0.8977  0.220
H  3.5575  -0.8286  2.5245  0.388
H  5.0649  -0.8786  1.8570  0.387
H  4.1714  -0.4539  -1.8062  0.494
H  -1.1675  -4.9858  0.8337  0.245
H  -0.3759  -3.6180  -0.1416  0.232
H  -0.1932  -3.6135  1.6915  0.229
B  1.0568  6.2585  1.7144  1.364
F  1.4793  7.5370  1.2271  -0.588
F  0.8884  6.3205  3.1334  -0.585
F  -0.1855  5.8997  1.0994  -0.589
F  2.0499  5.2713  1.3918  -0.599



(4)
Density functional theory data (ωB97M-V/def2-TZVPD) for a structure of composition C13H25Br2CaF5Li3O7S2 in a non-equilibrium geometry.

The net charge is +1. The value obtained for the LUMO energy is -6.2 eV. The calculation puts the HOMO energy at -8.5 eV.

Each line ends with the natural charge from an NBO analysis.
Element x y z (Å)
C  -2.5443  0.2968  2.6246  -0.688
C  -1.1929  1.1223  2.6371  -0.427
C  -0.4422  1.2618  1.2819  -0.227
C  0.1089  -0.1303  0.7997  -0.627
C  -1.1842  2.0593  0.1781  0.202
C  -0.3654  3.4089  -0.1417  -0.699
C  -1.3960  1.4376  -1.2242  -0.176
O  -2.7684  0.9581  -1.2845  -0.689
S  -3.5950  2.2859  -0.7379  2.508
O  -4.8192  1.8543  -0.2058  -0.822
O  -3.6072  3.2475  -1.7806  -0.871
O  -2.5205  2.5901  0.4868  -0.732
H  -2.8736  0.1959  3.7175  0.111
H  -3.4295  0.7669  2.0740  0.376
H  -2.4043  -0.7467  2.2812  0.216
H  -1.2880  2.1390  3.1227  0.085
H  -0.4910  0.5444  3.2998  0.180
H  0.4713  1.8607  1.5076  0.187
H  -0.6903  -0.8214  0.4833  0.222
H  0.7204  -0.5549  1.6245  0.209
H  0.8189  0.1082  -0.0158  0.260
H  0.1733  3.4014  -1.2056  0.266
H  0.3717  3.6459  0.6789  0.138
H  -1.0796  4.2409  -0.1798  0.246
H  -1.3617  2.1398  -2.0831  0.262
H  -0.7430  0.6126  -1.5657  0.185
Li  0.4309  2.7762  3.8389  0.967
C  2.3018  3.1301  -4.2946  -0.851
S  2.9925  1.7721  -3.3136  0.867
O  2.1500  1.6478  -2.0642  -1.001
C  4.6131  2.6374  -2.8736  -0.827
H  1.2947  2.8485  -4.6438  0.155
H  2.2230  4.0256  -3.6789  0.334
H  2.9460  3.3161  -5.1584  0.261
H  4.3828  3.5629  -2.3462  0.272
H  5.2004  2.8504  -3.7914  0.293
H  5.1685  1.9697  -2.2293  0.284
Br  -0.3799  4.3482  -2.5047  -0.701
F  -5.2135  0.3685  1.8976  -0.898
Ca  1.4086  0.5618  -4.5997  1.771
Br  6.8919  3.1978  -2.9889  -0.588
C  -1.6605  -5.7717  1.5770  -0.630
C  -0.1761  -6.0574  1.7605  -0.090
O  0.5864  -5.4576  0.6903  -0.372
C  0.8668  -4.2145  0.8220  0.751
O  0.5439  -3.5172  1.7700  -0.752
C  1.7111  -3.7244  -0.3589  0.902
F  1.2289  -4.1559  -1.5360  -0.310
F  2.9676  -4.1464  -0.2694  -0.273
F  1.7480  -2.3716  -0.4245  -0.338
H  -1.9989  -6.0934  0.5909  0.228
H  -2.2439  -6.2908  2.3367  0.234
H  -1.8758  -4.6947  1.6489  0.134
H  0.0116  -7.1243  1.7072  0.268
H  0.1911  -5.7244  2.7266  0.228
Li  -3.3196  1.7723  3.9575  0.969
F  2.2194  -6.7850  2.2861  -0.962
Li  -1.0790  -2.5813  3.0928  0.980